1.
A 2-piece molecular cluster, C9H12S2 overall in a non-equilibrium geometry. Source: the OMol25 dataset; level of theory: ωB97M-V/def2-TZVPD.

```
! wB97M-V def2-TZVPD RIJCOSX def2/J DEFGRID3
* xyz 0 1
H -1.17 2.01 0.65
H -3.48 0.44 0.76
C -1.01 -0.87 -0.99
C -1.27 -0.61 1.53
S 2.33 -1.78 0.43
C -0.85 1.45 -0.15
H 0.23 1.28 0.03
H -3.32 -0.90 -0.41
C 2.38 0.38 -1.08
C 3.78 0.25 -0.57
S -1.40 -1.65 -2.26
C 1.59 -0.59 -0.64
H -1.76 0.00 2.33
H -0.25 -0.70 1.80
H -3.25 0.91 -0.84
H 2.00 1.22 -1.60
C -1.52 0.01 0.09
C 3.85 -0.87 0.21
H -1.09 1.71 -1.14
C -3.05 0.13 -0.17
H 4.46 0.99 -0.64
H -1.74 -1.59 1.71
H 4.54 -1.19 0.99
*
```

## Properties
HOMO (spin up / spin down) = -8.2 / -7.5 eV
Frontier orbital gap (spin up / spin down) = 7.9 / 7.0 eV
Strongest force on any atom = 5.310 eV Å⁻¹
Relative energy (zero: lowest compared OMol25 entry of this formula, charge and spin) = 524.6 kJ/mol

2.
One molecule with the formula C2H5IN2 in a non-equilibrium geometry. Source: the OMol25 dataset; level of theory: ωB97M-V/def2-TZVPD.

```
! wB97M-V def2-TZVPD RIJCOSX def2/J DEFGRID3
* xyz 0 1
N 0.52 0.35 1.30
H -0.14 1.46 -0.37
N 0.39 0.81 2.37
C -0.35 -0.61 -0.94
H 1.36 -0.23 1.00
H -1.43 0.60 0.49
H -0.78 -1.53 -0.57
C -0.41 0.51 0.09
I 1.70 -1.06 -1.52
H -0.86 -0.30 -1.86
*
```

## Properties
HOMO = -7.9 eV
Frontier orbital gap = 8.0 eV
Strongest force on any atom = 2.417 eV Å⁻¹
Relative energy (zero: lowest compared OMol25 entry of this formula, charge and spin) = 102.6 kJ/mol

Number 1: E -31192.6633 eV. Number 2: E -13233.3886 eV.